Entry 1:
Formula: C38H46ClMnN9O2S
Source: OMol25
Level of theory: the ωB97M-V functional and the def2-TZVPD basis

```
98
Properties=species:S:1:pos:R:3:forces:R:3:mulliken_spin:R:1
Mn -0.8727 1.7034 1.4119 0.994 0.324 -0.356 3.457
C -0.6548 -0.0148 4.0208 -0.031 -0.059 0.125 0.012
N -0.6264 1.4150 3.6060 -0.060 0.076 -0.390 -0.065
C -1.6508 2.0667 4.4594 -0.023 -0.113 0.052 0.023
C 0.7213 1.9712 3.8861 0.014 0.047 0.031 0.010
C 1.7053 1.5305 2.8287 0.079 -0.006 0.045 0.023
N 1.3429 2.0879 1.5016 -0.350 -0.138 -0.228 -0.060
C 1.7879 3.5098 1.4613 0.088 0.045 -0.022 0.001
C 2.0850 1.3946 0.3966 -0.041 0.034 0.050 0.020
H -0.4707 -0.0653 5.0955 -0.016 0.049 0.031 -0.002
H 0.0993 -0.6009 3.5117 0.019 0.015 0.044 0.001
H -1.6377 -0.4349 3.8211 0.025 0.036 0.001 -0.003
H -1.3609 1.9632 5.5066 0.017 -0.018 0.015 -0.003
H -2.6061 1.5754 4.3109 -0.077 -0.066 -0.055 0.002
H -1.7594 3.1126 4.2345 -0.039 0.057 -0.007 -0.009
H 1.0674 1.6304 4.8640 -0.056 -0.003 0.089 -0.006
H 0.6483 3.0576 3.9283 -0.016 -0.011 -0.014 -0.005
H 1.7166 0.4440 2.7607 0.011 -0.016 -0.027 -0.008
H 2.7119 1.8486 3.1111 0.048 -0.002 -0.054 -0.003
H 2.8690 3.5368 1.6106 0.015 -0.033 -0.022 -0.001
H 1.3099 4.1028 2.2310 0.004 -0.009 0.019 0.004
H 1.5549 3.9463 0.4937 0.037 -0.041 0.008 0.000
H 2.9450 1.9869 0.0923 -0.001 0.036 0.011 0.003
H 1.4514 1.2466 -0.4770 0.016 0.008 0.007 -0.002
H 2.4685 0.4392 0.7356 0.046 -0.026 0.034 0.000
S -0.9381 3.4280 -2.6984 -0.016 0.092 -0.128 0.008
C -1.1979 1.7392 -2.9783 0.017 0.051 -0.007 -0.005
C -1.4310 1.1323 -4.2084 0.050 0.056 -0.054 0.000
C -1.7538 -0.2063 -4.2143 0.005 -0.047 0.011 0.001
C -1.8312 -0.9181 -3.0121 0.040 0.039 -0.058 -0.001
C -1.5684 -0.3197 -1.7958 0.004 0.022 0.061 -0.006
C -1.2444 1.0380 -1.7706 0.045 0.080 0.205 0.014
N -1.0357 1.8880 -0.6578 0.078 -0.217 0.438 -0.038
C -0.9362 3.1466 -1.0261 -0.058 0.121 -0.073 0.032
C -0.9554 4.1852 -0.0131 -0.070 -0.148 -0.221 -0.035
C -1.0062 5.5426 -0.3104 0.022 0.114 -0.065 -0.018
C -1.1342 6.4677 0.7121 0.037 -0.002 -0.050 0.025
C -1.2168 6.0244 2.0230 0.019 0.026 -0.018 -0.032
C -1.1602 4.6639 2.3197 0.006 0.011 -0.020 0.044
C -1.0254 3.7457 1.3011 -0.171 -0.011 0.269 -0.415
H -1.3900 1.7057 -5.1264 -0.017 -0.025 0.040 0.000
H -1.9788 -0.7001 -5.1509 0.030 0.003 0.040 0.000
H -2.1234 -1.9592 -3.0375 -0.006 0.028 0.001 0.000
H -1.6692 -0.8857 -0.8854 0.003 -0.041 -0.064 0.003
H -0.9620 5.8701 -1.3435 -0.008 0.025 0.047 -0.002
H -1.1777 7.5257 0.4883 -0.008 -0.050 0.003 0.000
H -1.3268 6.7337 2.8339 0.005 -0.009 -0.032 -0.001
H -1.2018 4.3812 3.3544 0.022 0.068 0.043 -0.004
O -2.6266 1.5700 1.5970 -0.969 -0.503 0.535 -0.004
N -3.6468 2.0423 0.8574 0.551 0.345 -0.178 -0.010
C -4.7842 1.6440 1.2845 -0.341 -0.327 0.175 0.032
C -4.8815 0.7282 2.4100 0.050 0.302 -0.172 -0.002
N -4.8200 0.0100 3.3038 -0.008 0.022 -0.076 0.012
C -5.9641 2.0957 0.5943 0.043 -0.102 0.085 -0.005
N -6.9221 2.4330 0.0598 0.112 -0.013 0.043 0.018
C 0.0047 -6.3972 -0.9518 -0.032 0.012 0.053 0.000
C 0.0780 -4.9638 -1.4988 0.023 -0.141 -0.017 0.000
C -1.3194 -4.3507 -1.4026 -0.039 0.058 -0.031 0.001
C 0.4707 -5.0366 -2.9791 -0.011 0.022 -0.020 0.000
C 1.1141 -4.1264 -0.6965 -0.020 0.180 0.067 -0.001
O 2.2805 -4.8855 -0.3947 0.002 0.043 -0.002 0.000
C 1.5355 -2.7993 -1.3579 0.025 -0.139 -0.069 0.000
C 2.7033 -2.7615 -2.3539 -0.153 0.102 0.023 0.000
C 3.0680 -1.3027 -2.5157 0.115 -0.124 -0.105 0.000
C 4.1336 -0.7537 -1.8118 0.088 0.088 0.110 0.000
C 4.4212 0.6062 -1.8795 0.125 -0.116 0.120 0.000
C 3.6303 1.4269 -2.6610 -0.009 -0.012 -0.084 0.000
Cl 3.9599 3.1309 -2.7343 -0.042 0.006 0.061 0.000
C 2.5783 0.9015 -3.3924 -0.181 -0.067 -0.053 0.000
C 2.2996 -0.4570 -3.3100 -0.080 0.099 -0.044 0.000
C 0.6318 -3.7877 0.7500 -0.115 0.004 -0.070 0.001
N -0.1408 -2.5357 0.9470 0.020 -0.323 -0.066 0.002
C 0.3146 -1.2922 0.9820 -0.173 -0.001 0.082 0.051
N -0.6741 -0.4477 1.2545 -0.191 -0.013 -0.155 -0.100
C -1.7595 -1.2810 1.3951 0.016 0.007 -0.046 0.036
N -1.4728 -2.5404 1.2132 0.308 0.060 0.041 0.001
H -0.8277 -6.9178 -1.4295 0.042 0.018 0.020 0.000
H -0.1652 -6.4283 0.1270 0.003 -0.004 -0.064 0.000
H 0.9079 -6.9718 -1.1606 -0.024 0.004 0.008 0.000
H -1.9849 -4.8660 -2.0993 0.029 0.050 0.032 0.000
H -1.3164 -3.2894 -1.6680 0.003 -0.074 0.040 -0.001
H -1.7511 -4.4524 -0.4069 0.012 -0.003 -0.025 0.000
H -0.1896 -5.7406 -3.4890 0.037 0.024 0.006 0.000
H 1.4947 -5.3921 -3.1280 -0.038 0.025 -0.004 0.000
H 0.3642 -4.0679 -3.4763 0.033 -0.063 0.029 0.000
H 2.4700 -5.4986 -1.1133 -0.011 0.006 -0.010 0.000
H 1.8976 -2.1663 -0.5500 0.011 0.047 -0.033 0.000
H 0.6678 -2.2999 -1.7995 -0.009 0.060 0.071 0.001
H 2.4465 -3.2035 -3.3155 0.012 0.015 0.006 0.000
H 3.5475 -3.3087 -1.9369 0.027 -0.041 -0.044 0.000
H 4.7609 -1.3966 -1.2018 -0.013 0.030 -0.051 0.000
H 5.2624 1.0243 -1.3390 -0.025 -0.046 -0.032 0.000
H 1.9931 1.5513 -4.0307 -0.011 -0.023 0.003 0.000
H 1.4700 -0.8651 -3.8802 0.041 0.037 -0.011 0.000
H 1.5446 -3.7036 1.3353 -0.025 0.085 0.108 0.000
H 0.0287 -4.5850 1.1731 -0.047 0.033 0.012 0.000
H 1.3407 -1.0316 0.8324 0.018 -0.024 0.009 0.004
H -2.7543 -0.9419 1.6415 0.084 -0.002 -0.029 0.007
```
Positions in Å, forces in eV/Å.

Values from the calculation:
HOMO (alpha / beta): -13.523 / -13.523 eV
frontier orbital gap (alpha / beta): 5.37 / 6.60 eV
total energy: -112320.1731 eV
charge: +2
relative energy (zero: lowest compared OMol25 entry of this formula, charge and spin): 20.04 kJ/mol
multiplicity: 4

=====

Entry 2:
Formula: C4H10N2O
Source: OMol25
Level of theory: the ωB97M-V functional and the def2-TZVPD basis

```
17
Properties=species:S:1:pos:R:3:forces:R:3:mulliken_charge:R:1
C 0.5969 -1.7710 -0.3234 -1.901 0.669 1.384 -1.039
N 0.4585 -0.3279 -0.0535 1.206 0.475 -0.991 0.091
C 1.7302 0.3662 0.1359 0.079 -1.178 -0.672 -1.146
C -0.5174 0.4310 -0.8589 -0.034 -0.408 2.266 -0.722
C -1.7497 0.5593 0.0675 -0.260 -0.149 -1.326 0.501
N -1.5894 1.2561 1.2136 0.242 0.084 -0.289 -0.316
O -2.7913 0.0317 -0.2783 -0.189 0.157 0.426 -0.631
H -0.1018 -2.1595 0.4262 0.176 -0.888 -0.215 0.326
H 0.1803 -2.0765 -1.2823 0.526 0.048 -0.329 0.302
H 1.5750 -2.1677 -0.0765 0.210 0.157 -0.365 0.362
H 2.2611 -0.1546 0.9293 -0.073 0.544 0.630 0.336
H 1.5326 1.4204 0.3014 0.349 0.049 0.383 0.419
H 2.4457 0.2472 -0.6976 -0.308 0.330 -0.355 0.358
H -0.9113 -0.0725 -1.7343 0.392 0.017 -0.391 0.324
H -0.0671 1.4079 -1.0206 -0.290 0.103 -0.581 0.423
H -2.3797 1.4170 1.8082 0.005 -0.048 0.159 0.231
H -0.6726 1.5931 1.4433 -0.129 0.040 0.264 0.179
```
Positions in Å, forces in eV/Å.

Values from the calculation:
HOMO: -8.230 eV
frontier orbital gap: 9.07 eV
total energy: -9337.2865 eV
relative energy (zero: lowest compared OMol25 entry of this formula, charge and spin): 164.12 kJ/mol